{
  "formula": "C45H100N5",
  "method": "ωB97M-V with the def2-TZVPD basis set",
  "symbols": ["C", "C", "C", "C", "N", "C", "C", "C", "C", "C", "H", "H", "H", "H", "H", "H", "H", "H", "H", "H", "H", "H", "H", "H", "H", "H", "H", "H", "H", "H", "C", "C", "C", "C", "N", "C", "C", "C", "C", "C", "H", "H", "H", "H", "H", "H", "H", "H", "H", "H", "H", "H", "H", "H", "H", "H", "H", "H", "H", "H", "C", "C", "C", "C", "N", "C", "C", "C", "C", "C", "H", "H", "H", "H", "H", "H", "H", "H", "H", "H", "H", "H", "H", "H", "H", "H", "H", "H", "H", "H", "C", "C", "C", "C", "N", "C", "C", "C", "C", "C", "H", "H", "H", "H", "H", "H", "H", "H", "H", "H", "H", "H", "H", "H", "H", "H", "H", "H", "H", "H", "C", "C", "C", "C", "N", "C", "C", "C", "C", "C", "H", "H", "H", "H", "H", "H", "H", "H", "H", "H", "H", "H", "H", "H", "H", "H", "H", "H", "H", "H"],
  "xyz": [[2.84, -0.71, 2.80], [1.41, -0.89, 2.31], [1.12, -0.21, 0.96], [0.97, 1.30, 1.13], [0.60, 2.19, -0.05], [-0.91, 2.18, -0.34], [-1.55, 3.28, 0.53], [-0.37, 4.01, 1.21], [0.84, 3.61, 0.40], [1.41, 1.97, -1.28], [3.60, -1.12, 2.12], [3.00, -1.08, 3.81], [3.12, 0.35, 2.88], [0.73, -0.50, 3.07], [1.20, -1.96, 2.20], [0.19, -0.61, 0.54], [1.87, -0.50, 0.23], [1.88, 1.72, 1.55], [0.14, 1.49, 1.80], [-1.00, 2.48, -1.39], [-1.25, 1.15, -0.29], [-2.23, 3.93, -0.01], [-2.18, 2.83, 1.29], [-0.46, 5.09, 1.19], [-0.30, 3.67, 2.25], [0.85, 4.17, -0.54], [1.80, 3.77, 0.87], [1.36, 0.93, -1.59], [2.45, 2.16, -1.01], [1.08, 2.61, -2.09], [-6.01, 3.39, 0.83], [-5.35, 2.61, -0.31], [-5.26, 1.10, -0.09], [-6.59, 0.61, 0.50], [-6.76, -0.87, 0.64], [-6.56, -1.64, -0.64], [-7.44, -2.91, -0.56], [-8.44, -2.64, 0.60], [-8.19, -1.21, 1.02], [-5.87, -1.45, 1.69], [-7.09, 3.32, 0.77], [-5.71, 4.43, 0.77], [-5.72, 3.00, 1.81], [-4.35, 3.03, -0.43], [-5.81, 2.79, -1.28], [-4.46, 0.84, 0.62], [-5.02, 0.56, -1.01], [-7.42, 0.95, -0.11], [-6.67, 0.99, 1.52], [-5.51, -1.92, -0.67], [-6.84, -1.04, -1.50], [-6.85, -3.80, -0.42], [-8.04, -2.98, -1.47], [-8.32, -3.36, 1.41], [-9.45, -2.72, 0.22], [-8.35, -0.93, 2.06], [-8.86, -0.57, 0.44], [-4.83, -1.25, 1.43], [-6.07, -2.51, 1.79], [-6.16, -0.98, 2.63], [7.05, -3.28, 1.88], [7.03, -3.07, 0.38], [5.62, -3.19, -0.23], [5.63, -2.95, -1.72], [4.34, -3.31, -2.40], [4.11, -4.83, -2.32], [3.36, -5.23, -3.60], [3.49, -4.05, -4.57], [4.45, -3.08, -3.89], [3.14, -2.58, -1.83], [6.82, -4.32, 2.15], [6.42, -2.61, 2.46], [8.08, -3.17, 2.21], [7.63, -3.83, -0.11], [7.44, -2.09, 0.14], [4.95, -2.52, 0.30], [5.32, -4.23, -0.03], [6.47, -3.44, -2.22], [5.71, -1.87, -1.86], [3.51, -5.06, -1.44], [5.10, -5.25, -2.23], [2.32, -5.45, -3.39], [3.84, -6.13, -3.97], [2.53, -3.55, -4.69], [3.85, -4.34, -5.55], [4.32, -2.01, -4.08], [5.48, -3.33, -4.15], [2.96, -3.04, -0.86], [2.33, -2.80, -2.52], [3.44, -1.54, -1.77], [-3.83, 3.68, -9.45], [-2.66, 4.28, -8.67], [-1.63, 3.16, -8.39], [-0.44, 3.61, -7.59], [0.56, 2.53, -7.25], [0.02, 1.53, -6.26], [1.27, 0.98, -5.59], [2.24, 2.16, -5.47], [1.71, 3.18, -6.52], [1.07, 1.86, -8.49], [-4.25, 2.85, -8.88], [-3.60, 3.29, -10.44], [-4.62, 4.43, -9.52], [-3.05, 4.62, -7.71], [-2.19, 5.04, -9.29], [-1.35, 2.76, -9.37], [-2.13, 2.33, -7.88], [-0.78, 4.05, -6.65], [0.12, 4.43, -8.04], [-0.55, 0.78, -6.80], [-0.63, 2.09, -5.59], [1.70, 0.15, -6.16], [1.01, 0.50, -4.64], [3.26, 1.82, -5.66], [2.25, 2.63, -4.50], [2.46, 3.56, -7.20], [1.29, 4.00, -5.95], [0.23, 1.38, -8.99], [1.84, 1.15, -8.22], [1.48, 2.60, -9.17], [4.29, 2.27, 8.37], [3.44, 1.18, 9.03], [2.59, 0.42, 8.02], [1.74, -0.64, 8.73], [0.50, -1.03, 7.95], [-0.07, -2.29, 8.61], [-0.68, -3.16, 7.50], [-0.22, -2.50, 6.18], [0.82, -1.45, 6.55], [-0.55, 0.03, 8.00], [4.72, 1.93, 7.42], [5.14, 2.58, 8.97], [3.65, 3.13, 8.16], [2.75, 1.64, 9.73], [4.12, 0.52, 9.58], [3.19, -0.08, 7.25], [1.94, 1.16, 7.55], [1.39, -0.28, 9.70], [2.33, -1.54, 8.82], [-0.73, -1.95, 9.40], [0.77, -2.85, 9.01], [-1.75, -3.19, 7.62], [-0.23, -4.15, 7.54], [-1.13, -2.07, 5.74], [0.10, -3.19, 5.40], [0.89, -0.63, 5.85], [1.72, -2.07, 6.63], [-0.65, 0.30, 9.05], [-1.50, -0.42, 7.72], [-0.27, 0.89, 7.39]],
  "relative_energy_kj_mol": 0.00,
  "total_charge": 5,
  "e_homo_ha": -0.724,
  "multiplicity": 1,
  "total_energy_ha": -2046.656137
}

=====

{
  "formula": "C6H8N4O2S",
  "method": "ωB97M-V with the def2-TZVPD basis set",
  "symbols": ["C", "C", "C", "C", "C", "C", "H", "H", "H", "H", "H", "H", "H", "H", "N", "N", "N", "N", "O", "O", "S"],
  "xyz": [[-2.15, -0.15, -1.26], [-0.87, 0.10, -1.34], [-0.13, -0.11, -0.20], [2.21, 0.35, 0.57], [3.59, 0.00, 2.30], [4.57, -0.17, 1.36], [-4.98, -0.62, -1.14], [-4.40, 0.74, 0.28], [-1.97, -1.32, 0.20], [-2.62, 1.20, -2.56], [-0.56, 1.02, -2.08], [1.45, 0.60, -1.18], [3.70, -0.12, 3.43], [5.56, -0.90, 1.69], [-4.35, -0.56, -0.24], [-2.77, -0.77, -0.34], [1.14, 0.69, -0.07], [2.32, 0.44, 1.91], [-2.98, 0.53, -2.07], [-0.46, -0.69, 0.85], [3.68, -0.26, -0.12]],
  "relative_energy_kj_mol": 618.92,
  "e_homo_ha": -0.308,
  "multiplicity": 1,
  "total_energy_ha": -1000.887570
}

=====

{
  "formula": "C4H11N2O",
  "method": "ωB97M-V with the def2-TZVPD basis set",
  "symbols": ["C", "C", "C", "C", "N", "O", "N", "H", "H", "H", "H", "H", "H", "H", "H", "H", "H", "H"],
  "xyz": [[-4.51, 0.42, -1.00], [-4.57, -0.08, 0.31], [1.65, 1.42, 0.08], [2.10, 0.17, -0.03], [6.34, -1.61, -0.41], [3.34, -0.25, 0.00], [-3.52, 0.05, 1.12], [-5.28, -0.90, 0.49], [-3.75, 1.11, -1.30], [-6.02, 1.12, 0.84], [-5.28, 0.21, -1.71], [0.59, 1.55, -0.02], [2.31, 2.26, 0.19], [6.98, -0.84, -0.52], [6.57, -2.34, 0.24], [5.40, -1.28, -0.20], [-3.75, -0.34, 2.04], [1.39, -0.66, -0.11]],
  "relative_energy_kj_mol": 640.78,
  "e_homo_ha": [-0.326, -0.347],
  "multiplicity": 2,
  "total_energy_ha": -343.454634
}